[1]
Below is a molecular structure, C12H27ClIO2P2Tl at a distorted geometry, with properties calculated with ωB97M-V/def2-TZVPD.

The geometry in XYZ format:
```
46
Properties=species:S:1:pos:R:3:forces:R:3
C -4.182843 2.378719 -6.332111 0.21 -0.05 0.23
C -3.920296 1.294283 -5.306847 -2.34 -2.61 -0.39
H -5.028549 2.050358 -6.958321 0.38 0.07 0.33
H -3.286497 2.532515 -6.949522 -0.22 -0.02 0.22
H -4.428899 3.321349 -5.822468 0.13 -0.27 -0.12
O -4.520710 0.263299 -5.164942 1.59 2.50 -0.20
I -2.219494 1.655731 -3.916072 0.31 0.30 0.15
Tl -1.402181 0.230334 -1.121064 0.77 0.54 -0.51
P 1.218264 -1.473741 -1.778140 2.00 -0.63 -2.70
C 1.556981 -3.280479 -1.793674 -0.89 -0.15 1.04
C 0.837208 -1.174585 -3.564879 -0.91 0.48 0.38
H 2.852828 0.311312 -1.731977 0.13 -0.36 -0.04
H 3.595772 -1.165014 -2.463527 -0.56 -0.11 0.14
H 3.349907 -1.045573 -0.686105 0.00 0.09 -0.35
C 2.931265 -0.785495 -1.670621 -0.45 0.77 1.10
H 0.693666 -0.091526 -3.714867 0.12 -0.38 -0.04
H 1.640110 -1.538754 -4.224732 -0.11 0.02 0.47
H 2.289476 -3.579839 -2.557860 -0.19 0.49 0.11
H 0.610611 -3.809970 -1.966855 0.29 -0.02 -0.02
H -0.105061 -1.686153 -3.818950 0.32 0.14 -0.03
H 1.928141 -3.569306 -0.800775 -0.03 -0.08 -0.29
C -1.000634 -2.759987 0.627771 0.27 -2.78 1.47
O -0.890746 -3.776784 1.142614 -0.28 2.55 -1.35
Cl 0.450336 2.106102 -1.519769 -0.48 -0.74 0.28
C -0.597074 -1.666788 4.258395 0.05 -0.17 0.13
C -0.750160 -0.196438 3.851317 -1.24 -1.14 -0.51
P -0.181383 0.180480 2.130861 1.63 2.74 3.52
C -0.545750 2.016979 2.054741 -0.75 -0.30 -1.73
C -0.340443 2.943094 3.247145 0.25 -0.16 0.74
C 1.657283 0.012446 2.355834 -0.17 -1.09 -1.73
C 2.386060 0.541640 3.584478 -0.13 0.40 0.63
H -1.101007 -2.340223 3.546926 0.19 0.22 0.33
H -1.063765 -1.816076 5.245058 0.25 0.00 -0.37
H 0.464384 -1.950094 4.332156 -0.37 0.00 -0.01
H -1.819683 0.074518 3.891453 0.41 0.10 0.12
H -0.179891 0.447518 4.539644 -0.10 0.09 -0.55
H -0.015458 2.400881 1.166886 -0.28 -0.18 0.18
H -1.629744 2.026084 1.833194 0.33 0.14 -0.18
H 0.713156 3.116438 3.506782 -0.37 -0.19 -0.09
H -0.772877 3.918345 2.980377 0.10 -0.33 -0.04
H -0.889272 2.570131 4.118317 0.22 0.23 -0.05
H 1.787059 -1.082364 2.333989 0.24 0.22 -0.18
H 2.098796 0.430595 1.438410 -0.01 -0.22 0.16
H 1.960174 0.145495 4.512902 0.14 0.15 -0.16
H 3.423811 0.183559 3.527014 -0.32 0.06 -0.07
H 2.427141 1.636990 3.637804 -0.14 -0.35 -0.05
```
Positions in Å, forces in eV/Å.

The value obtained for the electronic energy is -60853.6910 eV. The calculation puts the frontier orbital gap (alpha / beta) at 4.821 / 4.526 eV. Its charge is +2. The LUMO energy (alpha / beta) comes out at -10.19 / -10.40 eV. The relative energy (zero: lowest compared OMol25 entry of this formula, charge and spin) is 0.0 kcal/mol.

---

[2]
Below is 9 unconnected molecules or ions with the total composition C44H93NO18 at a distorted geometry, with properties calculated with ωB97M-V/def2-TZVPD.

The geometry in XYZ format:
```
156
Properties=species:S:1:pos:R:3:forces:R:3
C 6.003485 1.026838 3.988004 -1.55 0.16 -0.55
C 5.162347 1.840059 2.852682 -0.23 -0.06 2.01
C 4.901976 3.289253 3.508084 -0.06 -0.59 -0.58
C 3.758798 1.081216 2.724529 2.06 -0.68 0.00
N 2.976775 1.392868 1.492647 0.36 -0.99 -1.18
C 1.797212 0.485051 1.462299 -0.91 -0.05 0.49
O 1.669100 -0.539013 0.814243 0.53 2.21 1.64
C 0.796464 1.233199 2.406781 -1.05 1.52 0.74
C -0.296519 0.765289 3.242089 0.62 3.43 0.15
C -1.018005 1.852961 4.053277 2.23 0.25 -1.86
C -0.634786 3.278591 3.937899 0.98 -1.66 -1.05
C 0.486959 3.726687 3.063036 -0.59 -2.99 -0.11
C 1.192432 2.680949 2.334871 -1.71 -0.83 0.70
C 2.426128 2.716742 1.369139 -1.38 0.48 1.88
O 2.782013 3.626203 0.665605 0.44 -1.13 0.81
H 5.976442 -0.076373 3.771042 0.51 1.05 0.07
H 7.031770 1.445610 4.118434 -0.87 -0.51 -0.21
H 5.423240 1.159199 4.953590 0.78 -0.09 -0.93
H 5.742106 1.903367 1.895846 -0.73 -0.17 0.77
H 5.543994 3.413595 4.428935 -0.62 0.09 -1.14
H 5.103151 4.088964 2.747249 -0.23 -0.52 0.91
H 3.820475 3.338282 3.839721 1.18 0.18 -0.33
H 3.997239 -0.024430 2.661047 -0.37 1.17 -0.08
H 3.213504 1.236641 3.697344 0.10 0.06 -0.95
H -0.541292 -0.318819 3.293726 0.01 1.11 0.04
H -1.842901 1.560665 4.742402 0.79 0.29 -0.73
H -1.199987 4.051864 4.523286 0.64 -0.99 -0.63
H 0.796124 4.789712 2.955436 -0.41 -0.98 0.20
C -3.598680 1.077149 1.521436 0.02 0.11 0.22
O -3.942060 -0.163442 2.123744 -0.12 0.00 -0.31
C -5.132377 -0.724585 1.577451 0.29 -0.32 0.18
C -4.822824 -1.768570 0.509873 -0.24 0.33 -0.21
O -4.175270 -1.188420 -0.616614 0.11 -0.01 0.31
C -2.763883 -1.349643 -0.580867 0.00 -0.03 -0.16
H -2.548944 1.274553 1.737442 -0.06 -0.02 -0.03
H -3.751364 1.074904 0.440900 0.01 -0.09 0.01
H -4.199997 1.876795 1.965890 0.00 0.09 -0.07
H -5.782660 0.062636 1.180210 0.07 -0.05 -0.07
H -5.664495 -1.210730 2.400577 -0.03 -0.02 -0.01
H -5.766206 -2.194058 0.153318 -0.01 -0.03 0.05
H -4.223236 -2.587874 0.920760 0.03 0.07 0.06
H -2.499922 -2.355122 -0.919247 0.11 -0.04 0.04
H -2.350063 -1.185406 0.416871 -0.07 0.00 0.00
H -2.321912 -0.621581 -1.262111 -0.09 -0.04 -0.02
C 7.814679 -4.095373 0.198802 -0.01 -0.17 -0.07
O 6.432676 -4.307333 -0.046767 0.08 0.25 0.21
C 5.616696 -3.958485 1.066034 -0.20 -0.03 -0.32
C 5.029057 -2.561152 0.919520 0.17 0.01 0.27
O 6.039440 -1.564988 0.920942 0.09 -0.13 -0.16
C 6.405718 -1.152948 -0.388342 0.02 0.21 0.01
H 8.328016 -4.052538 -0.762531 -0.08 -0.06 0.01
H 8.002780 -3.163535 0.735184 -0.06 0.01 0.00
H 8.217836 -4.932912 0.776791 0.10 0.03 0.04
H 6.180723 -4.050988 2.001125 0.00 0.10 -0.04
H 4.796526 -4.681356 1.099519 -0.02 0.01 0.02
H 4.378021 -2.354259 1.775122 -0.04 -0.09 -0.01
H 4.419358 -2.484978 0.013804 0.02 -0.08 0.01
H 5.668160 -0.441171 -0.768920 0.00 0.03 -0.09
H 6.487647 -1.992944 -1.082176 -0.04 -0.04 0.09
H 7.375316 -0.656873 -0.329133 -0.08 0.04 0.08
C -8.658544 -1.830581 -1.550322 0.02 0.06 0.20
O -8.998994 -3.072077 -0.949664 -0.07 0.03 -0.31
C -10.188300 -3.636245 -1.489855 0.27 -0.25 0.20
C -9.883825 -4.680104 -2.556053 -0.25 0.29 -0.24
O -9.242793 -4.104957 -3.689367 0.12 -0.01 0.33
C -7.832006 -4.266320 -3.660382 0.01 -0.01 -0.16
H -7.604939 -1.632412 -1.349187 -0.05 -0.04 0.04
H -8.810468 -1.834472 -2.631111 -0.02 -0.06 0.00
H -9.259203 -1.031934 -1.103872 0.00 0.09 -0.07
H -10.842267 -2.850564 -1.885271 0.05 -0.05 -0.08
H -10.715224 -4.122776 -0.663948 -0.03 -0.02 -0.01
H -10.829154 -5.107029 -2.905829 0.00 -0.01 0.03
H -9.281429 -5.496802 -2.145516 0.02 0.08 0.06
H -7.570369 -5.273586 -3.996043 0.10 -0.04 0.02
H -7.413076 -4.097979 -2.665622 -0.08 0.01 0.00
H -7.393546 -3.541568 -4.347200 -0.09 -0.04 -0.02
C -1.979180 4.089796 -3.110391 0.00 0.05 -0.18
O -1.390205 5.379588 -3.033534 -0.12 -0.12 0.29
C -1.947062 6.177374 -1.995289 0.37 0.10 -0.16
C -1.093204 6.139875 -0.734838 -0.37 -0.19 0.15
O -1.049449 4.836939 -0.166581 0.01 0.05 -0.30
C 0.123945 4.118637 -0.532085 -0.03 0.13 0.14
H -1.303171 3.440166 -3.667448 -0.01 0.10 -0.02
H -2.149063 3.651752 -2.125108 0.02 0.05 0.03
H -2.930851 4.151903 -3.647382 -0.06 -0.09 0.02
H -2.976060 5.867482 -1.781135 0.07 -0.04 0.07
H -1.979956 7.206156 -2.365628 -0.01 0.02 0.02
H -1.545604 6.799728 0.012460 0.00 0.03 -0.03
H -0.081450 6.507569 -0.935111 -0.02 -0.04 -0.10
H 0.960051 4.441606 0.089414 -0.13 0.03 -0.21
H 0.384372 4.252344 -1.585053 -0.08 0.04 0.01
H -0.058144 3.056904 -0.354079 -0.07 0.05 0.06
C -5.404583 -5.665806 4.114407 -0.09 -0.09 0.14
O -4.335779 -6.314841 4.787535 0.07 0.13 -0.31
C -3.430951 -6.954620 3.894220 0.11 0.09 0.38
C -2.210705 -6.088998 3.611147 -0.16 -0.07 -0.41
O -2.561921 -4.890443 2.928903 -0.12 -0.07 0.31
C -2.683942 -3.778416 3.802506 0.04 0.10 -0.14
H -5.844544 -4.938241 4.797488 0.04 -0.09 0.04
H -5.072476 -5.142565 3.215777 0.06 -0.02 0.00
H -6.168250 -6.401107 3.842914 -0.06 0.05 -0.08
H -3.939384 -7.231906 2.964147 0.06 0.09 -0.01
H -3.100634 -7.877087 4.380210 0.02 -0.01 -0.02
H -1.533894 -6.644134 2.954423 0.00 -0.02 0.02
H -1.667544 -5.862421 4.534304 -0.10 -0.01 0.04
H -1.689721 -3.383532 4.031420 0.01 0.08 0.10
H -3.194758 -4.031291 4.734602 0.02 -0.08 -0.04
H -3.260856 -3.005835 3.291580 0.09 -0.02 -0.05
C 8.244629 3.830739 0.014912 0.05 -0.18 0.16
O 7.101774 3.055694 -0.315489 0.06 0.27 -0.15
C 6.029020 3.844144 -0.826072 -0.09 -0.46 -0.06
C 5.996417 3.830244 -2.347568 0.05 0.44 0.12
O 7.155883 4.441130 -2.906775 0.04 -0.29 0.16
C 8.141203 3.495241 -3.290935 -0.01 0.10 -0.09
H 9.106091 3.162703 0.066711 -0.07 -0.03 0.02
H 8.450056 4.605787 -0.726070 -0.07 0.00 -0.03
H 8.100288 4.296956 0.995263 0.06 0.10 0.01
H 6.087706 4.869186 -0.443070 0.05 -0.01 -0.10
H 5.101644 3.402741 -0.451280 -0.03 0.04 -0.02
H 5.134351 4.414451 -2.683211 -0.01 -0.03 0.02
H 5.876392 2.810570 -2.727931 0.05 -0.02 0.09
H 7.876387 3.060589 -4.259104 0.06 -0.10 -0.04
H 8.259846 2.694503 -2.556838 -0.05 0.05 0.02
H 9.093670 4.018236 -3.388670 -0.08 0.05 -0.03
C 12.101133 3.782769 -0.693545 -0.20 -0.01 -0.03
O 11.785109 2.448852 -0.321940 0.29 0.07 -0.06
C 12.593257 1.485308 -0.988992 -0.19 -0.12 0.33
C 13.763244 1.034574 -0.125026 0.21 0.16 -0.35
O 14.666710 2.102181 0.138268 -0.33 0.00 0.10
C 14.448164 2.704850 1.404805 0.15 0.01 0.00
H 11.706973 4.452293 0.072139 -0.05 -0.08 -0.02
H 13.176745 3.946545 -0.778564 0.01 -0.06 0.01
H 11.622228 4.018523 -1.649169 0.05 0.10 -0.04
H 12.943490 1.876009 -1.950785 0.07 0.01 0.08
H 11.955776 0.620421 -1.193821 0.02 -0.02 -0.01
H 14.323843 0.268498 -0.669406 -0.03 -0.01 0.00
H 13.410973 0.587875 0.810373 -0.08 0.06 -0.02
H 14.907631 2.094070 2.186917 -0.03 0.02 0.11
H 13.386513 2.835700 1.627097 0.01 -0.04 -0.07
H 14.923701 3.686340 1.399894 0.05 -0.08 -0.05
C -14.335015 -1.804717 -2.858706 -0.15 -0.07 0.06
O -15.014365 -2.365573 -3.971806 0.24 0.22 -0.06
C -15.078732 -1.476541 -5.081999 -0.05 -0.40 -0.07
C -13.983680 -1.764901 -6.100008 0.12 0.43 0.11
O -12.688487 -1.531426 -5.560145 -0.27 -0.24 0.13
C -12.061731 -2.722314 -5.104888 0.16 0.09 -0.03
H -14.029810 -2.619725 -2.200879 -0.09 -0.01 -0.05
H -13.445769 -1.244714 -3.154294 -0.01 -0.01 -0.06
H -15.012614 -1.143510 -2.309633 0.06 0.06 0.07
H -15.035897 -0.435057 -4.744454 0.10 -0.04 -0.03
H -16.050529 -1.631492 -5.559416 0.00 0.01 -0.02
H -14.105408 -1.081726 -6.946329 -0.03 -0.02 0.00
H -14.063520 -2.787376 -6.483231 -0.05 -0.01 0.09
H -11.634550 -3.259647 -5.955620 0.05 -0.12 0.04
H -12.752567 -3.381180 -4.572431 -0.06 0.06 -0.04
H -11.256065 -2.444933 -4.424677 0.02 0.03 -0.13
```
Positions in Å, forces in eV/Å.

The value obtained for the electronic energy is -85468.4468 eV. The calculation puts the frontier orbital gap at 8.605 eV. The SMILES is CC(C)CN1C(=O)c2ccccc2C1=O.COCCOC.COCCOC.COCCOC.COCCOC.COCCOC.COCCOC.COCCOC.COCCOC. The LUMO energy comes out at -0.40 eV.

---

Q: Among the records above, which one has the highest electronic energy?
A: C12H27ClIO2P2Tl

---

Q: Which of these has the highest electronic energy?
A: C12H27ClIO2P2Tl

---

Q: Which formula does entry 2 have?
A: C44H93NO18